Entry 1:
This record from the OMol25 dataset describes a molecular structure, C10H8IN2NaO4S4. The level of theory is wB97M-V/def2-TZVPD.

Each line ends with the Löwdin charge.
Positions of all 30 atoms, in Å:
C -3.13932 -1.18415 1.10877  0.0029
H 1.24152 -3.97325 1.38614  0.0670
I 2.87371 -1.18214 3.75887  0.7590
H -5.60497 -1.25953 3.44293  0.0933
C -4.26242 -0.80243 1.83695  -0.0499
Na 0.12396 -0.22279 -0.42318  0.1322
C 1.32133 -1.61284 2.35842  -0.5549
H 0.67727 -2.34761 2.83343  0.0359
C -4.73955 -1.59018 2.88070  -0.0840
C -1.25152 -2.94505 0.90119  -0.5181
O -2.58131 -5.74756 2.38455  -0.3451
C 1.94337 -2.11820 1.07159  -0.6983
S -0.81609 1.58468 1.31399  0.2961
O 2.38142 -1.35208 0.22265  0.0000
C -2.99046 -3.13645 2.51079  -0.2289
S -1.88756 -4.51513 2.68415  0.6056
S -1.72876 1.32477 -1.54518  0.2664
S -3.36048 2.84872 0.42623  0.2198
C -1.97557 1.93792 0.06355  -1.9071
C -2.51613 -2.36531 1.46989  -0.1270
N 2.01775 -3.46817 0.95991  0.1637
H -4.46804 -3.38552 4.05733  0.1078
H -2.76691 -0.58009 0.28821  0.0647
H 2.22904 -3.76556 0.01941  0.1090
O -0.61382 -2.36984 0.01012  -0.0205
H 0.79804 -0.67357 2.18687  0.0062
C -4.10929 -2.77992 3.23503  -0.0576
O -1.22831 -4.46101 3.97175  -0.3442
N -0.87191 -4.09104 1.50042  -0.0830
H -4.73733 0.14260 1.60569  0.0891

Charge ... -2
ΔE to the lowest compared entry with this formula, charge and spin ... 0.0 kcal per mole
HOMO ... -0.6 eV

Entry 2:
This record from the OMol25 dataset describes a molecular structure, C3H12Cl3O3V. The level of theory is wB97M-V/def2-TZVPD.

Each line ends with the Löwdin charge.
Positions of all 22 atoms, in Å:
H -5.19748 14.12830 11.16145  0.0834
H -4.97939 5.03107 11.63029  0.0724
H -6.30637 9.81996 6.98118  0.0821
V -2.24775 9.89374 10.21321  1.0950
H -4.69301 5.95355 9.84173  0.0648
Cl 0.94934 8.11682 8.00527  -0.7290
H -5.73142 10.22649 5.29511  0.0720
H -3.90035 11.23020 6.29875  0.0793
O -4.38656 10.58564 6.81815  -0.1409
H -6.11512 11.51201 6.28529  0.0726
C -5.26625 6.08134 11.68281  -0.1249
O -4.58660 6.64327 10.50093  -0.1498
H -5.27746 13.73213 12.79945  0.0747
C -5.65752 13.40282 11.83238  -0.1796
H -6.34424 6.03800 11.52732  0.0626
O -5.42766 12.02971 11.61814  -0.1194
H -6.13668 11.54347 12.04530  0.0744
Cl -0.39872 13.51044 10.24094  -0.7391
C -5.72741 10.49545 6.35138  -0.1575
Cl -0.65753 8.31822 13.61178  -0.6472
H -6.70333 13.70794 11.86809  0.0714
H -5.15723 6.43405 12.70838  0.0826

Charge ... -1
Multiplicity ... 4
HOMO (spin up / spin down) ... -4.9 / -5.4 eV

Entry 3:
This record from the OMol25 dataset describes 2 unconnected molecules or ions with the total composition C9H17ClF2NO4P. The level of theory is wB97M-V/def2-TZVPD.

Each line ends with the Löwdin charge.
Positions of all 35 atoms, in Å:
H 1.25871 -2.39981 2.08842  0.0257
H 1.07188 1.62616 -3.05767  0.0460
H 3.48998 -0.93062 3.01624  0.0592
C 0.20970 1.96768 -3.67342  -0.5783
H -1.70616 1.85934 -0.03555  0.1264
P -0.64973 -0.77291 1.78302  0.5753
H 4.72826 -1.27357 1.91043  0.0724
F -2.54569 1.96845 1.98031  -0.1349
H 0.73476 1.13098 0.87630  0.0998
H 0.13512 1.44424 2.58534  0.0495
C -0.75297 0.69857 -3.79065  -0.5164
H -1.26422 -0.17286 -0.67051  0.0488
O 0.49436 2.45196 -4.89984  -0.4535
H -0.23788 0.00346 -4.48480  0.0581
H 1.31422 -0.55583 -0.50608  0.1165
C -1.64349 -0.87937 0.16421  -0.2598
Cl 0.44597 -0.74993 3.66380  0.1171
H -1.51539 -1.95051 -0.25972  0.0964
O -3.89682 0.27023 -0.07008  0.0615
H 2.29444 -2.17740 -0.41675  0.1279
H -1.79001 -1.26439 2.52377  0.0266
H -1.60768 1.03363 -4.41268  0.0613
O -1.04777 0.22081 -2.55750  -0.4002
O 3.24414 0.57046 0.81983  -0.0055
C 2.94821 -0.64870 1.06277  -0.3911
F -3.89177 -1.81538 1.08258  -0.0611
C -0.19392 1.05281 1.54417  -0.3046
C 0.65529 -2.05098 1.16187  -0.3407
H -0.99569 3.08834 1.12928  0.1228
H -0.29994 2.66070 -2.96747  0.0463
C -3.24718 -0.71294 0.36993  -0.3210
C 1.76540 -1.34308 0.19297  -0.1216
C -1.39637 1.99957 1.07121  -0.1822
H 0.17277 -2.96446 0.66157  0.0861
N 3.71949 -1.38464 2.11470  0.0474

Charge ... -2
HOMO ... 1.8 eV

Entry 4:
This record from the OMol25 dataset describes C4H6N2O in the gas phase. The level of theory is wB97M-V/def2-TZVPD.

Each line ends with the Löwdin charge.
Positions of all 13 atoms, in Å:
H 2.06641 0.51182 -1.51246  0.0672
C 0.83474 1.26486 0.07663  -0.1502
N 0.45114 -0.93879 0.83115  -0.0225
H 0.50817 2.09412 -0.60219  0.1232
N 1.26085 -1.10503 -0.33968  0.0642
C -0.22436 0.41331 0.69898  -0.3270
H -2.12421 1.39618 -0.21664  0.1267
H -0.12785 -1.73306 0.83132  0.0834
H -0.22609 0.69846 1.82222  0.1612
H 1.46761 1.59034 1.03632  0.1596
O -2.06695 -0.50709 -0.55499  0.0494
C -1.54673 0.46735 -0.05096  -0.2052
C 1.43428 0.15542 -0.78448  -0.1299

Charge ... 0
ΔE to the lowest compared entry with this formula, charge and spin ... 77.4 kcal per mole
HOMO ... -9.0 eV
SMILES string ... O=C[C@@H]1CC=NN1

Entry 5:
This record from the OMol25 dataset describes 9 unconnected molecules or ions with the total composition H18O9. The level of theory is wB97M-V/def2-TZVPD.

Each line ends with the Löwdin charge.
Positions of all 27 atoms, in Å:
O 1.88959 4.74904 0.66945  -0.0492
H -1.27105 -4.85226 -2.26779  0.0286
H -1.06864 3.89677 -0.61001  0.0187
H -2.15470 3.83332 -1.67137  0.0341
H 1.61219 3.82955 0.75056  0.0168
H 0.04683 -3.62027 1.39263  0.0383
H 2.48562 -1.73005 0.87149  0.0122
H 1.64436 5.14336 1.51406  0.0407
H 0.34445 -2.67769 0.23807  0.0066
H -0.49388 -1.10219 -3.48959  0.0637
H 0.62215 -1.74326 -2.68116  0.0377
H -1.23425 -3.35463 -2.52430  -0.0126
H 3.08740 2.09867 3.78701  0.0413
O 0.36105 0.47766 -0.33513  -0.0407
O -1.79047 4.40992 -0.99030  -0.0580
H 0.69279 -0.09257 -1.03783  0.0132
H 2.09160 2.75141 2.84237  0.0079
H 2.42731 -3.10448 1.51769  0.0262
O 2.14355 2.15984 3.60154  -0.0546
O 3.04748 -2.42042 1.24120  -0.0388
O -4.02221 -0.01855 1.08175  -0.0605
H 0.70988 0.08256 0.47184  0.0271
O -0.13561 -1.96025 -3.23588  -0.0384
O -1.40966 -4.19621 -2.96016  -0.0770
O -0.38089 -3.01695 0.77452  -0.0426
H -3.08289 0.12831 1.24019  0.0263
H -4.08178 -0.95920 0.88023  0.0326

Charge ... 0
ΔE to the lowest compared entry with this formula, charge and spin ... 80.5 kcal per mole
HOMO ... -11.0 eV
SMILES string ... O.O.O.O.O.O.O.O.O

Entry 6:
This record from the OMol25 dataset describes a molecular structure, C34H30ClN3O6Pd. The level of theory is wB97M-V/def2-TZVPD.

Each line ends with the Löwdin charge.
Positions of all 75 atoms, in Å:
C 1.34180 -0.45555 3.69700  -0.1248
H 5.33938 2.58272 -1.51850  0.0964
H -2.92153 -3.41119 -3.91100  0.0911
C -1.76279 -2.57195 -2.30224  -0.1181
C -0.96344 -6.84128 0.04405  -0.0339
H 0.74881 -4.78332 -2.77945  0.0998
H 1.40624 6.21225 0.93083  0.0961
C 2.13339 1.72432 2.97086  -0.0574
H 5.78428 5.34936 -1.97370  0.0896
C 1.55974 -0.94985 2.41468  -0.0710
H 3.46244 1.31863 -0.01233  0.0917
O -5.59349 -0.33606 -3.98022  -0.0850
C -3.81787 -0.86234 -1.88592  0.0198
C 2.47849 1.21085 1.71003  -0.1740
H 0.93022 -1.09119 4.47270  0.0968
C -3.95672 -1.75324 -2.94293  -0.2175
C -2.58310 -0.09504 0.12521  -0.2216
H 2.30026 2.77634 3.15699  0.0842
N -1.69919 -1.85420 -1.16721  0.0093
C 0.20057 -4.83223 -0.70819  -0.0550
H -3.73912 3.95007 0.83639  0.1086
C 4.43675 5.26083 -0.29390  -0.2626
H -5.94398 -2.36224 -3.56862  0.1173
H -1.49104 -8.23414 -1.49403  0.0881
C 5.60411 5.86826 -1.00096  -0.0798
C -2.33917 1.46222 2.31725  -0.0389
C 3.36348 6.09475 0.07187  -0.0957
H 5.52463 2.09711 0.20872  0.0918
C 4.36829 3.88638 -0.04461  -0.1651
C -0.38292 -5.58355 0.29131  -0.1272
N -1.63753 -0.45858 1.03659  0.0164
H -4.52076 -0.03685 -1.81392  0.0956
C 2.42847 -0.76475 0.05415  -0.6090
H -5.97844 3.64992 1.44860  0.0710
H -0.87466 -3.15208 -2.52021  0.0795
C -0.98299 -7.30187 -1.25130  -0.1304
O 3.36106 -0.22857 -0.58603  -0.0486
H 6.43628 3.48172 -0.44874  0.0590
C -4.07077 3.15353 1.50735  -0.2081
H -4.77094 -2.03514 -4.90020  0.1103
H 6.53538 5.84308 -0.40367  0.0812
C 3.22667 3.34095 0.60922  -0.1867
C -0.34146 -6.58124 -2.28012  -0.7388
H -3.91982 3.50573 2.54516  0.1079
O -5.46855 2.84605 1.26615  -0.0857
C -3.43150 1.03272 0.25582  0.0256
H 3.43628 7.15134 -0.15594  0.0879
C -2.71969 -0.95345 -1.00406  -0.2195
H -1.35327 -7.42206 0.89400  0.1155
O -0.15063 -3.76295 1.91158  -0.1644
C 5.47621 2.96017 -0.48897  -0.0439
C -0.38205 -5.02329 1.71446  -0.6188
H -4.19591 1.19248 -0.48791  0.0969
O 1.77722 -1.76906 -0.33386  -0.0919
H 1.28595 -1.98743 2.14882  0.0871
C -3.25129 1.88738 1.32655  -0.2190
C -1.65868 0.25283 2.17239  -0.1197
H 5.37499 6.91222 -1.24499  0.0632
H 1.28197 3.78713 1.46364  0.1079
O -0.51210 -5.87347 2.60187  -0.0387
C 2.25394 5.55835 0.68510  -0.1110
C 0.23999 -5.32932 -1.99177  -0.1297
H -1.05446 -0.16456 2.98443  0.0937
C 1.61461 0.89036 3.96308  -0.1183
C 2.17890 -0.17594 1.45105  -0.0552
H -2.11445 2.05823 3.19320  0.0914
Pd -0.33204 -2.12681 0.48947  0.6017
H 1.46782 1.29643 4.96238  0.0854
N 3.07583 1.96405 0.71608  0.0832
H -6.10494 -0.20221 -4.78534  0.0717
C 2.17049 4.19194 0.97884  -0.0295
Cl -0.17203 -7.19849 -3.83065  0.6526
H 0.60458 -3.82852 -0.46522  0.0757
C -2.88995 -2.66173 -3.13442  -0.0349
C -5.12623 -1.69494 -3.91671  -0.2121

Charge ... -2
HOMO (spin up / spin down) ... 0.3 / 0.1 eV

Entry 7:
This record from the OMol25 dataset describes a molecular structure, C4H6O2. The level of theory is wB97M-V/def2-TZVPD.

Each line ends with the Löwdin charge.
Positions of all 12 atoms, in Å:
H -1.15995 0.58018 1.32360  0.1395
C 2.00338 0.68373 -0.06481  0.2160
H -1.50170 -1.70243 -1.47216  0.0924
O -1.21207 0.16302 -0.72557  -0.1624
H 0.21193 -1.26930 -1.22801  0.0901
H -0.81304 -1.69436 0.17298  0.0973
C -0.80077 -1.19704 -0.80632  -0.0912
O 1.27327 -0.28055 1.33006  0.0437
H 2.74956 1.34522 0.37312  0.0546
C -0.68148 0.86410 0.37110  -0.1493
C 0.78419 0.57696 0.53876  -0.4671
H -0.85331 1.93048 0.18726  0.1365

Charge ... 0
ΔE to the lowest compared entry with this formula, charge and spin ... 118.8 kcal per mole
HOMO ... -9.2 eV